# C46H37MnN4O3P2S

C46H37MnN4O3P2S as an isolated structure (ωB97M-V/def2-TZVPD, the OMol25 dataset).

Geometry as XYZ:
```
94
Properties=species:S:1:pos:R:3:forces:R:3:mulliken_charge:R:1
Mn 0.284 0.122 -0.553 0.4349 -0.4228 0.6552 0.24
N -0.625 8.244 -0.435 -0.0066 0.0277 -0.0008 -0.45
C -0.600 6.912 -0.629 0.0091 0.0289 -0.0111 1.18
C -1.061 6.034 0.374 -0.0272 0.0010 0.0509 -0.99
C -1.032 4.678 0.182 0.0676 0.0344 -0.0436 -0.30
C -0.553 4.167 -1.031 -0.0368 0.4046 0.2936 -0.37
C -0.080 5.022 -2.038 -0.0890 0.0292 -0.0004 -0.65
C -0.104 6.375 -1.837 -0.0072 -0.0085 0.0025 -0.90
S -0.438 2.507 -1.280 0.1020 -0.5597 -0.3194 2.00
O -1.246 1.721 -0.316 0.0632 0.1974 -0.3166 -0.60
O -0.610 2.165 -2.667 0.0331 0.0601 0.0356 -0.75
N 1.045 1.904 -0.798 0.1298 0.3139 -0.3188 -0.10
C 1.969 1.557 -1.807 -0.4941 0.2346 0.3999 0.22
N 2.027 0.223 -1.887 -0.1032 -0.0216 -0.1592 0.59
C 2.875 -0.299 -2.782 0.0011 0.0271 0.0619 -0.29
C 3.645 0.536 -3.564 0.0121 -0.0583 0.0070 -0.80
C 3.475 1.907 -3.404 -0.0158 0.0570 0.0130 -0.54
N 2.627 2.439 -2.518 0.1351 -0.1350 -0.1392 -0.59
H -1.028 8.643 0.393 -0.0039 -0.0186 0.0134 0.20
H -0.348 8.879 -1.163 0.0083 -0.0088 -0.0139 0.20
H -1.447 6.443 1.299 -0.0036 -0.0111 0.0009 0.34
H -1.392 4.010 0.953 0.0135 -0.0306 -0.0114 0.50
H 0.291 4.616 -2.969 -0.0036 -0.0260 0.0144 0.48
H 0.249 7.044 -2.611 0.0037 -0.0035 -0.0008 0.33
H 2.916 -1.376 -2.859 -0.0114 -0.0475 -0.0170 0.68
H 4.343 0.138 -4.284 -0.0031 0.0108 -0.0071 0.44
H 4.038 2.606 -4.011 -0.0068 0.0192 0.0152 0.47
O -0.453 -2.395 1.641 0.2149 -0.0714 0.1911 0.40
C -1.368 -1.686 2.372 -0.0010 -0.1802 -0.2528 -0.02
C -2.605 -2.171 2.755 -0.0264 0.1385 0.0737 -1.00
C -3.479 -1.298 3.390 -0.0217 -0.0540 -0.0134 -0.80
C -3.131 0.029 3.613 0.0258 0.0000 -0.0219 -1.11
C -1.887 0.493 3.217 0.0196 -0.0159 -0.0094 -0.60
C -0.972 -0.371 2.613 -0.1218 0.0620 0.1228 0.58
P 0.616 0.157 1.940 0.0145 -0.0018 -0.4003 2.44
C 1.076 1.669 2.813 -0.0244 -0.0210 0.1744 0.66
C 1.696 2.743 2.184 -0.0176 0.0577 0.0108 -0.35
C 2.133 3.828 2.934 0.0020 -0.0165 -0.0276 -0.82
C 1.969 3.841 4.309 0.0095 0.0018 0.0226 -0.61
C 1.368 2.763 4.947 -0.0078 -0.0098 -0.0420 -0.97
C 0.924 1.682 4.206 -0.0081 0.0722 0.0090 -0.62
C 1.890 -1.060 2.331 0.0010 -0.0112 0.1940 0.62
C 2.109 -1.449 3.651 0.0132 -0.0639 0.0253 -0.34
C 3.090 -2.382 3.944 0.0009 0.0006 -0.0366 -0.94
C 3.861 -2.926 2.924 -0.0045 0.0060 -0.0001 -0.66
C 3.647 -2.538 1.609 -0.0208 0.0134 0.0310 -0.91
C 2.661 -1.607 1.314 0.1398 -0.0886 -0.0834 0.23
C -0.728 -3.610 1.058 -0.0600 0.2051 -0.0038 -1.25
C -0.892 -4.762 1.803 0.0442 -0.1023 -0.1125 -0.23
C -1.125 -5.951 1.127 0.0055 0.0036 0.0690 -0.62
C -1.192 -5.980 -0.262 0.0005 -0.0028 -0.0014 -1.01
C -1.014 -4.818 -0.992 -0.0311 -0.0018 0.0602 -0.35
C -0.765 -3.613 -0.331 -0.0473 -0.1669 -0.0200 0.65
P -0.686 -2.044 -1.216 -0.1739 0.0987 -0.0635 2.21
C 0.145 -2.347 -2.791 0.0372 -0.0823 0.0022 0.83
C 1.078 -3.375 -2.927 0.0253 -0.0229 -0.0697 -1.05
C 1.741 -3.553 -4.135 0.0002 0.0324 0.0309 -0.82
C 1.496 -2.693 -5.197 0.0158 0.0078 -0.0092 -0.66
C 0.596 -1.644 -5.051 -0.0055 -0.0118 0.0414 -0.83
C -0.078 -1.467 -3.852 0.0205 0.0067 -0.0565 -0.67
C -2.397 -1.604 -1.583 -0.0882 0.0061 -0.0103 0.63
C -3.052 -2.056 -2.729 -0.0350 -0.0657 -0.0045 -0.49
C -4.391 -1.760 -2.917 0.0047 0.0111 0.0225 -0.83
C -5.082 -1.020 -1.965 -0.0194 0.0100 0.0067 -0.70
C -4.437 -0.573 -0.822 0.0197 -0.0171 -0.0376 -1.33
C -3.094 -0.860 -0.631 -0.0550 0.0662 -0.0270 0.42
H -2.892 -3.191 2.543 -0.0102 0.0093 0.0111 0.58
H -4.451 -1.659 3.698 0.0009 0.0095 0.0041 0.46
H -3.829 0.701 4.091 -0.0037 -0.0010 0.0017 0.47
H -1.630 1.532 3.371 0.0503 0.0312 0.0353 0.53
H 1.840 2.747 1.115 -0.0201 -0.0255 -0.0130 0.31
H 2.610 4.660 2.433 0.0044 0.0071 0.0101 0.51
H 2.317 4.686 4.889 -0.0023 0.0022 -0.0023 0.45
H 1.246 2.761 6.022 0.0015 0.0099 0.0004 0.46
H 0.460 0.853 4.723 -0.0613 0.0076 -0.0276 0.37
H 1.516 -1.036 4.457 0.0128 -0.0202 -0.0407 0.31
H 3.257 -2.682 4.970 0.0026 -0.0021 -0.0007 0.47
H 4.630 -3.650 3.156 -0.0014 -0.0009 -0.0020 0.43
H 4.250 -2.957 0.814 0.0030 -0.0025 0.0007 0.48
H 2.517 -1.318 0.277 -0.0586 0.0559 0.0288 0.18
H -0.828 -4.727 2.882 -0.0020 0.0114 -0.0010 0.63
H -1.255 -6.865 1.691 -0.0044 -0.0058 -0.0113 0.47
H -1.387 -6.912 -0.773 0.0036 0.0020 -0.0081 0.49
H -1.079 -4.848 -2.073 -0.0006 0.0113 0.0003 0.53
H 1.277 -4.053 -2.107 -0.0039 0.0203 0.0024 0.48
H 2.443 -4.369 -4.246 -0.0003 0.0039 -0.0016 0.46
H 2.004 -2.842 -6.140 -0.0026 0.0010 0.0015 0.46
H 0.406 -0.969 -5.876 0.0046 -0.0007 -0.0052 0.51
H -0.780 -0.646 -3.755 -0.0218 -0.0019 0.0185 0.51
H -2.526 -2.643 -3.471 0.0144 0.0103 0.0060 0.48
H -4.899 -2.109 -3.806 0.0028 -0.0026 -0.0022 0.47
H -6.128 -0.791 -2.118 0.0012 -0.0027 0.0000 0.43
H -4.974 0.006 -0.082 0.0007 0.0016 -0.0002 0.52
H -2.604 -0.491 0.263 0.0440 -0.0142 0.0067 -0.05
```
Forces are in eV/Å.

Computed properties:
orbital gap (alpha / beta): 5.032 / 7.236 eV
⟨S²⟩: 6.21
total charge: +2
E_LUMO (alpha / beta): -7.744 / -5.645 eV
highest occupied orbital energy (alpha / beta): -0.470 / -0.473 Eh
2S+1: 5